1.
{
  "formula": "C26H52IN2O8",
  "method": "ωB97M-V with the def2-TZVPD basis set",
  "total_charge": 1,
  "multiplicity": 1,
  "e_lumo_ha": -0.106,
  "homo_lumo_gap_ha": 0.2997,
  "elements": ["O", "C", "I", "C", "C", "C", "N", "C", "C", "O", "C", "O", "C", "C", "O", "C", "N", "H", "H", "H", "H", "H", "H", "H", "H", "H", "H", "H", "H", "H", "H", "H", "H", "H", "H", "H", "H", "C", "C", "C", "O", "C", "H", "H", "H", "H", "H", "H", "H", "H", "C", "C", "C", "O", "C", "H", "H", "H", "H", "H", "H", "H", "H", "C", "C", "C", "O", "C", "H", "H", "H", "H", "H", "H", "H", "H", "C", "C", "C", "O", "C", "H", "H", "H", "H", "H", "H", "H", "H"],
  "positions_angstrom": [[-4.707, -3.571, 1.795], [-4.771, -2.418, 1.508], [-6.306, -1.158, 2.351], [-3.811, -1.698, 0.583], [-2.329, -1.735, 1.032], [-2.141, -2.294, 2.430], [-0.699, -2.233, 2.861], [0.134, -1.029, 2.435], [0.253, -0.024, 3.599], [1.630, 0.091, 3.859], [1.976, 0.664, 5.088], [1.900, 2.053, 4.961], [2.221, 2.729, 6.175], [2.343, 4.229, 5.890], [1.438, 4.964, 6.710], [-0.338, -0.416, 1.117], [-1.787, -0.373, 1.041], [-3.910, -2.167, -0.403], [-4.121, -0.657, 0.482], [-1.751, -2.354, 0.323], [-2.464, -3.335, 2.486], [-2.727, -1.716, 3.151], [-0.703, -2.232, 3.881], [-0.220, -3.093, 2.592], [1.142, -1.419, 2.266], [-0.290, -0.354, 4.499], [-0.176, 0.939, 3.299], [1.290, 0.314, 5.880], [2.999, 0.337, 5.316], [1.421, 2.585, 6.912], [3.152, 2.319, 6.588], [2.084, 4.398, 4.840], [3.369, 4.571, 6.051], [1.929, 5.595, 7.244], [0.111, -0.952, 0.268], [0.052, 0.605, 1.103], [-2.065, 0.103, 0.190], [6.488, 0.604, 2.325], [5.612, 0.320, 3.545], [4.656, -0.729, 2.991], [5.380, -1.458, 2.005], [6.609, -0.780, 1.705], [7.457, 1.035, 2.569], [5.981, 1.282, 1.636], [6.215, -0.104, 4.351], [5.095, 1.201, 3.928], [3.788, -0.255, 2.520], [4.297, -1.427, 3.753], [7.439, -1.342, 2.143], [6.745, -0.748, 0.625], [7.967, 3.688, -1.335], [6.516, 3.250, -1.520], [6.634, 1.738, -1.382], [7.713, 1.504, -0.475], [8.445, 2.715, -0.266], [8.075, 4.728, -1.033], [8.528, 3.541, -2.260], [5.893, 3.658, -0.720], [6.086, 3.551, -2.474], [6.867, 1.267, -2.342], [5.732, 1.271, -0.980], [8.228, 3.093, 0.740], [9.510, 2.494, -0.329], [-7.234, -1.812, -3.565], [-7.383, -2.511, -2.214], [-5.944, -2.911, -1.925], [-5.115, -1.913, -2.519], [-5.906, -1.088, -3.395], [-8.049, -1.132, -3.799], [-7.165, -2.548, -4.369], [-7.739, -1.803, -1.462], [-8.061, -3.363, -2.227], [-5.697, -3.885, -2.359], [-5.723, -2.949, -0.857], [-6.046, -0.109, -2.927], [-5.374, -0.950, -4.332], [-5.098, -1.525, -8.524], [-5.156, -0.034, -8.848], [-6.182, 0.457, -7.836], [-6.041, -0.382, -6.685], [-5.226, -1.512, -7.008], [-4.184, -2.011, -8.863], [-5.947, -2.043, -8.973], [-4.186, 0.432, -8.663], [-5.447, 0.180, -9.875], [-7.201, 0.358, -8.224], [-6.027, 1.493, -7.534], [-4.246, -1.396, -6.530], [-5.699, -2.412, -6.610]]
}

---

2.
{
  "formula": "C15H22ClN3O2PS",
  "method": "ωB97M-V with the def2-TZVPD basis set",
  "total_charge": -1,
  "multiplicity": 1,
  "e_lumo_ha": 0.093,
  "homo_lumo_gap_ha": 0.2091,
  "elements": ["O", "P", "Cl", "C", "C", "C", "C", "C", "C", "C", "C", "S", "C", "N", "N", "C", "O", "H", "H", "H", "H", "H", "H", "H", "H", "H", "H", "H", "H", "H", "H", "H", "H", "H", "N", "C", "C", "C", "C", "C", "H", "H", "H", "H", "H"],
  "positions_angstrom": [[2.739, -3.373, 3.286], [2.608, -1.707, 3.217], [0.544, -1.195, 3.830], [2.704, -1.300, 1.515], [2.633, 0.249, 1.444], [1.923, 0.730, 0.154], [0.465, 1.176, 0.399], [-0.587, 0.362, -0.398], [-1.579, -0.356, 0.507], [-2.579, 0.569, 1.205], [-3.442, -0.130, 2.262], [-4.335, -1.606, 1.674], [-3.109, -2.853, 1.571], [-3.104, -3.673, 0.589], [-2.009, -4.482, 0.831], [-1.446, -4.109, 1.889], [-2.120, -3.044, 2.427], [2.462, -3.723, 2.427], [1.858, -1.763, 0.973], [3.663, 0.625, 1.400], [2.139, 0.720, 2.306], [2.020, -0.080, -0.576], [2.488, 1.576, -0.258], [0.242, 1.208, 1.468], [0.405, 2.215, 0.049], [-1.071, 0.942, -1.189], [-0.021, -0.415, -0.920], [-1.090, -1.009, 1.238], [-2.169, -1.031, -0.129], [-2.022, 1.365, 1.713], [-3.244, 1.026, 0.465], [-2.882, -0.407, 3.157], [-4.215, 0.573, 2.582], [-0.557, -4.523, 2.325], [0.978, 0.909, -3.836], [0.081, 1.665, -4.468], [0.186, 3.041, -4.596], [1.284, 3.670, -4.032], [2.227, 2.903, -3.370], [2.028, 1.532, -3.302], [-0.763, 1.130, -4.890], [-0.573, 3.604, -5.122], [1.403, 4.744, -4.108], [3.098, 3.354, -2.915], [2.740, 0.891, -2.796]]
}

---

3.
{
  "formula": "C5H7ClS",
  "method": "ωB97M-V with the def2-TZVPD basis set",
  "e_above_lowest_kj_mol": 672.8,
  "multiplicity": 1,
  "e_lumo_ha": [-0.057, -0.036],
  "homo_lumo_gap_ha": [0.2109, 0.2637],
  "smiles": "C=CC#S(/C)=C/Cl",
  "elements": ["C", "C", "C", "S", "C", "C", "Cl", "H", "H", "H", "H", "H", "H", "H"],
  "positions_angstrom": [[-2.265, -0.241, 1.995], [-1.092, 0.052, 1.399], [-1.256, 0.515, 0.109], [0.023, 0.033, -0.942], [1.619, -0.698, -0.313], [1.015, 1.194, -2.007], [1.442, 0.341, -3.490], [-2.336, -0.735, 3.018], [-3.286, -0.016, 1.485], [0.007, -0.156, 1.753], [1.732, -0.411, 0.651], [2.436, -0.261, -0.872], [1.588, -1.752, -0.393], [0.373, 2.136, -2.394]]
}

---

4.
{
  "formula": "C4H9NO2",
  "method": "ωB97M-V with the def2-TZVPD basis set",
  "e_above_lowest_kj_mol": 124.8,
  "multiplicity": 1,
  "e_lumo_ha": 0.035,
  "homo_lumo_gap_ha": 0.3998,
  "smiles": "C[C@@H](O)C/N=C/O",
  "elements": ["C", "C", "O", "C", "N", "C", "O", "H", "H", "H", "H", "H", "H", "H", "H", "H"],
  "positions_angstrom": [[-0.043, 1.472, 1.837], [-0.284, 0.892, 0.457], [0.685, 1.447, -0.414], [-0.179, -0.635, 0.453], [-0.510, -1.130, -0.865], [0.401, -1.593, -1.605], [0.126, -2.023, -2.847], [-0.786, 1.096, 2.549], [-0.107, 2.563, 1.803], [0.955, 1.196, 2.193], [-1.295, 1.160, 0.112], [0.477, 1.131, -1.303], [0.836, -0.915, 0.781], [-0.904, -1.057, 1.160], [1.463, -1.708, -1.369], [-0.834, -1.895, -2.943]]
}

---

5.
{
  "formula": "C23H21ClF4IN2O9S2W",
  "method": "ωB97M-V with the def2-TZVPD basis set",
  "e_above_lowest_kj_mol": 230.4,
  "total_charge": -1,
  "multiplicity": 1,
  "e_lumo_ha": 0.024,
  "homo_lumo_gap_ha": 0.1858,
  "elements": ["W", "C", "C", "C", "C", "C", "C", "C", "F", "C", "C", "C", "O", "C", "C", "N", "C", "C", "O", "O", "H", "H", "H", "H", "H", "H", "H", "H", "H", "H", "H", "C", "O", "H", "H", "H", "O", "Cl", "O", "O", "O", "F", "C", "F", "F", "I", "C", "C", "C", "C", "C", "N", "H", "H", "H", "H", "C", "O", "C", "S", "S", "H", "H", "H"],
  "positions_angstrom": [[0.215, -0.117, 1.552], [4.282, -2.033, -4.767], [4.402, -2.878, -3.507], [4.398, -4.372, -3.785], [3.038, -4.809, -4.305], [1.968, -4.431, -3.328], [0.784, -5.116, -3.257], [-0.225, -4.700, -2.386], [-1.363, -5.421, -2.361], [-0.096, -3.615, -1.579], [1.109, -2.894, -1.637], [1.279, -1.724, -0.828], [0.336, -1.431, 0.009], [2.452, -0.993, -0.964], [3.408, -1.434, -1.855], [3.296, -2.544, -2.563], [2.134, -3.299, -2.502], [2.731, 0.240, -0.187], [3.776, 0.835, -0.278], [1.715, 0.681, 0.534], [5.104, -2.280, -5.441], [4.337, -0.970, -4.530], [3.334, -2.213, -5.279], [5.315, -2.622, -2.966], [4.646, -4.914, -2.867], [5.181, -4.581, -4.515], [3.014, -5.884, -4.486], [2.800, -4.309, -5.251], [0.606, -5.969, -3.899], [-0.895, -3.288, -0.928], [4.328, -0.872, -1.957], [2.106, 1.542, 3.229], [0.846, 0.966, 2.946], [2.730, 0.791, 3.717], [1.938, 2.390, 3.892], [2.591, 1.869, 2.310], [-0.668, 1.628, 0.772], [-0.876, 2.987, 1.443], [-1.616, 2.754, 2.641], [-1.610, 3.738, 0.494], [0.404, 3.543, 1.711], [-2.207, -1.888, 0.680], [-1.846, -0.573, 0.596], [-1.857, -0.273, -0.714], [-2.888, 0.106, 1.134], [2.306, -1.889, 2.455], [-0.702, -1.435, 2.914], [-1.010, -2.546, 3.680], [-1.974, -2.341, 4.650], [-2.560, -1.081, 4.837], [-2.183, -0.027, 4.032], [-1.270, -0.285, 3.099], [-0.521, -3.496, 3.527], [-2.280, -3.164, 5.284], [-3.304, -0.930, 5.606], [-2.574, 0.978, 4.094], [-0.848, 0.200, -6.575], [-0.069, -0.883, -7.073], [0.780, -1.526, -6.241], [1.572, -2.832, -6.970], [0.852, -1.086, -4.612], [-1.449, 0.529, -7.422], [-0.211, 1.010, -6.218], [-1.486, -0.121, -5.754]]
}

---

Which formula does entry 3 have?
C5H7ClS

---

Number 4 is which compound?
C4H9NO2